Entry 1:
Molecular formula: C6H14Si2
Method: DFT, ωB97M-V/def2-TZVPD

Calculated values
Energy relative to the best compared isomer or geometry (same formula, charge and spin) in kJ/mol: 442.4
Total charge: 0
Gap between HOMO and LUMO in Ha: 0.300
HOMO energy in Eh: -0.2898

Each line ends with the Mulliken charge.
CARTESIAN COORDINATES (ANGSTROEM)
C -4.377 -0.424 -0.737  -0.127
C -3.432 0.035 -0.120  -0.224
C 1.611 1.502 1.046  -1.102
C 0.708 0.266 -1.962  -1.275
C 2.674 -1.120 0.040  -1.308
C -2.400 0.702 0.543  -1.272
Si -0.603 -1.114 0.791  0.474
Si 1.150 -0.056 -0.125  0.517
H -5.062 -0.981 -1.175  0.543
H 1.663 2.503 0.641  0.359
H 0.728 1.423 1.664  0.279
H 2.522 1.355 1.652  0.311
H -0.246 -0.009 -2.239  0.397
H 0.823 1.284 -2.259  0.389
H 1.561 -0.126 -2.433  0.391
H 2.583 -2.156 -0.155  0.380
H 3.347 -0.709 -0.651  0.380
H 3.202 -0.861 0.891  0.382
H -2.619 0.808 1.612  0.346
H -1.951 1.457 0.094  0.471
H -1.160 -2.422 0.603  -0.178
H -0.721 -1.359 2.279  -0.133

Entry 2:
Molecular formula: C6H15B
Method: DFT, ωB97M-V/def2-TZVPD

Calculated values
Energy relative to the best compared isomer or geometry (same formula, charge and spin) in kJ/mol: 458.7
Total charge: 0
Gap between HOMO and LUMO (spin up / spin down) in Ha: 0.307 / 0.256
HOMO energy (spin up / spin down) in Eh: -0.2937 / -0.2465

Each line ends with the Mulliken charge.
CARTESIAN COORDINATES (ANGSTROEM)
B -0.822 -0.132 0.184  0.172
C -1.328 -2.531 -1.423  -0.962
C -2.185 0.586 -0.149  -0.957
C 0.869 1.092 1.766  -1.767
C 1.622 -0.789 0.339  -1.501
C 1.052 1.390 -0.716  -1.758
C 0.627 0.402 0.350  1.258
H -2.161 -1.902 -1.786  0.303
H -1.510 -3.448 -0.860  0.262
H -0.335 -2.498 -1.721  0.303
H -3.065 0.076 -0.524  0.295
H -1.889 1.302 -0.890  0.394
H -2.572 1.181 0.819  0.235
H 1.906 1.287 1.947  0.406
H 0.592 0.304 2.429  0.491
H 0.294 1.962 1.925  0.426
H 2.630 -0.549 0.586  0.442
H 1.523 -1.287 -0.571  0.374
H 1.419 -1.397 1.272  0.351
H 1.146 0.927 -1.746  0.327
H 0.270 2.166 -0.760  0.424
H 1.919 1.859 -0.471  0.481

Entry 3:
Molecular formula: C6H15ClN5P
Method: DFT, ωB97M-V/def2-TZVPD

Calculated values
Energy relative to the best compared isomer or geometry (same formula, charge and spin) in kJ/mol: 22.1
Total charge: +2
SMILES: CC[P@@]1(Cl)=NC(=[NH2+])NC(=[N+](C)C)N1
Gap between HOMO and LUMO in Ha: 0.389
HOMO energy in Eh: -0.6587

Each line ends with the Mulliken charge.
CARTESIAN COORDINATES (ANGSTROEM)
C 2.038 0.890 2.427  -1.074
C 2.883 1.014 1.232  -0.438
P 2.277 0.135 -0.214  0.609
Cl 3.476 0.453 -1.789  -0.119
N 2.121 -1.454 0.053  -0.468
C 1.066 -2.063 -0.453  0.569
N 0.927 -3.407 -0.381  -0.422
N -0.133 -1.484 -0.935  -0.154
C -0.323 -0.112 -0.920  0.595
N -1.524 0.401 -1.231  0.189
C -1.741 1.780 -0.848  -1.094
C -2.689 -0.398 -1.592  -0.925
N 0.655 0.751 -0.506  -0.373
H 2.153 -0.003 3.082  0.309
H 2.355 1.724 3.112  0.363
H 0.989 1.050 2.089  0.272
H 3.840 0.721 1.567  0.419
H 3.042 1.961 0.808  0.440
H 1.703 -4.113 -0.080  0.306
H -0.022 -3.868 -0.314  0.215
H -0.815 -2.174 -1.080  0.245
H -1.451 2.536 -1.674  0.375
H -2.781 1.993 -0.749  0.351
H -1.184 2.088 0.008  0.409
H -3.084 -1.315 -0.949  0.360
H -3.645 0.251 -1.653  0.303
H -2.609 -0.883 -2.661  0.389
H 0.549 1.692 -0.815  0.348

Entry 4:
Molecular formula: C6H15ClO3Si
Method: DFT, ωB97M-V/def2-TZVPD

Calculated values
Energy relative to the best compared isomer or geometry (same formula, charge and spin) in kJ/mol: 89.7
Total charge: 0
SMILES: CO[Si](CCCCl)(OC)OC
Gap between HOMO and LUMO in Ha: 0.405
HOMO energy in Eh: -0.3752

Each line ends with the Mulliken charge.
CARTESIAN COORDINATES (ANGSTROEM)
C -2.334 1.728 -1.155  -0.700
O -0.962 1.689 -0.843  -0.282
Si -0.157 0.375 -0.231  0.480
C 1.580 0.415 -1.004  -0.787
C 2.585 -0.596 -0.461  -0.854
C 2.107 -2.021 -0.361  0.086
Cl 3.007 -2.988 0.815  -0.229
O -0.885 -1.020 -0.573  -0.268
C -1.675 -1.569 0.477  -0.612
O -0.011 0.452 1.453  -0.281
C -0.513 1.606 2.014  -0.630
H -2.467 2.662 -1.738  0.256
H -2.509 0.844 -1.817  0.271
H -3.071 1.829 -0.358  0.282
H 1.990 1.386 -1.093  0.525
H 1.347 0.055 -1.991  0.288
H 3.582 -0.537 -0.972  0.379
H 2.839 -0.393 0.584  0.331
H 2.243 -2.483 -1.354  0.357
H 1.034 -2.115 -0.119  -0.154
H -2.582 -0.922 0.550  0.245
H -2.069 -2.595 0.219  0.225
H -1.083 -1.519 1.404  0.336
H -1.532 1.761 1.690  0.235
H -0.643 1.528 3.115  0.251
H 0.179 2.425 1.749  0.251

Entry 5:
Molecular formula: C6H15F2N2O10S3Sn
Method: DFT, ωB97M-V/def2-TZVPD

Calculated values
Energy relative to the best compared isomer or geometry (same formula, charge and spin) in kJ/mol: 0.0
Total charge: -1
Gap between HOMO and LUMO in Ha: 0.235
HOMO energy in Eh: -0.1855

Each line ends with the Mulliken charge.
CARTESIAN COORDINATES (ANGSTROEM)
Sn 0.169 1.272 -0.758  1.440
S 1.821 4.025 -1.428  1.191
O 0.818 4.963 -1.942  -0.676
O 3.151 4.630 -1.488  -0.709
O 1.546 3.563 -0.038  -0.692
O 1.677 2.720 -2.195  -0.748
N -0.482 -1.200 -2.218  0.032
S -1.780 -1.442 -3.068  0.928
O -2.750 -2.316 -2.480  -0.579
O -1.634 -1.310 -4.478  -0.601
F -2.437 0.015 -2.686  -0.314
S 0.344 -2.575 -2.717  0.917
O 1.070 -2.346 -3.913  -0.560
O -0.150 -3.838 -2.293  -0.564
F 1.504 -2.278 -1.620  -0.314
C 2.235 2.203 2.528  -0.838
O 1.815 1.161 1.672  -0.047
C 1.948 -0.103 2.257  -0.763
C 1.697 -1.141 1.204  -0.841
N 0.323 -1.071 0.667  0.237
C -0.738 -1.296 1.666  -0.784
C -2.064 -1.213 0.939  -0.697
O -2.224 0.039 0.338  -0.084
C -3.575 0.286 -0.034  -0.949
H 1.647 2.227 3.452  0.332
H 2.146 3.155 2.012  0.232
H 3.295 2.174 2.810  0.297
H 1.324 -0.287 3.145  0.446
H 2.952 -0.210 2.691  0.464
H 1.861 -2.163 1.567  0.435
H 2.331 -1.028 0.324  0.372
H 0.222 -1.776 -0.053  -0.027
H -0.610 -0.474 2.373  0.420
H -0.682 -2.238 2.222  0.282
H -2.852 -1.416 1.674  0.526
H -2.139 -2.003 0.183  0.305
H -3.638 1.339 -0.318  0.284
H -4.190 0.254 0.870  0.340
H -3.950 -0.303 -0.866  0.308

Entry 6:
Molecular formula: C6H15F2N3
Method: DFT, ωB97M-V/def2-TZVPD

Calculated values
Energy relative to the best compared isomer or geometry (same formula, charge and spin) in kJ/mol: 0.0
Total charge: 0
SMILES: NCCCNCC(F)(F)CN
Gap between HOMO and LUMO in Ha: 0.352
HOMO energy in Eh: -0.3242

Each line ends with the Mulliken charge.
CARTESIAN COORDINATES (ANGSTROEM)
N -3.160 1.047 -1.770  -0.586
C -2.831 0.496 -0.390  -0.681
C -1.894 -0.696 -0.113  -0.688
C -0.597 -0.573 -0.788  -0.498
N 0.041 0.620 -0.174  -0.260
C 1.430 0.928 -0.598  -0.896
C 2.336 0.692 0.565  0.574
F 3.627 1.005 -0.013  -0.356
F 2.016 1.480 1.586  -0.294
C 2.476 -0.834 1.044  -0.460
N 1.444 -1.059 1.967  -0.510
H -2.340 1.350 -2.269  0.229
H -3.828 0.445 -2.489  0.225
H -2.378 1.267 0.180  0.346
H -3.911 0.377 -0.013  0.368
H -2.412 -1.643 -0.310  0.382
H -1.880 -0.874 0.961  0.356
H 0.046 -1.472 -0.624  0.253
H -0.775 -0.321 -1.848  0.474
H 0.176 0.149 0.940  0.292
H 1.971 0.281 -1.378  0.352
H 1.556 1.982 -0.892  0.401
H 2.339 -1.370 -0.027  0.164
H 3.630 -1.157 1.267  0.309
H 1.574 -1.940 2.607  0.268
H 1.341 -0.180 2.581  0.233

Entry 7:
Molecular formula: C6H15FNO11PS2
Method: DFT, ωB97M-V/def2-TZVPD

Calculated values
Total charge: 0
Gap between HOMO and LUMO in Ha: 0.394
HOMO energy in Eh: -0.3931

Each line ends with the Mulliken charge.
CARTESIAN COORDINATES (ANGSTROEM)
O -3.444 0.626 5.820  -0.600
P -3.630 1.034 4.460  0.779
O -3.948 2.577 4.412  -0.513
O -4.847 0.308 3.795  -0.504
N -2.193 0.870 3.512  0.026
S -2.485 0.794 1.797  -0.119
S -1.168 -0.357 4.094  1.147
O -0.321 0.233 5.021  -0.548
O -1.842 -1.494 4.543  -0.506
F -0.307 -0.676 2.861  -0.136
H -3.139 2.981 4.786  0.375
H -4.832 -0.631 4.056  0.410
H -3.597 0.036 1.662  0.168
C 1.820 0.532 1.300  -0.578
O 1.682 1.899 0.898  -0.336
C 1.364 2.064 -0.384  0.807
O 1.188 1.181 -1.188  -0.542
O 1.269 3.371 -0.627  -0.334
C 0.929 3.698 -1.976  -0.607
H 2.076 0.534 2.356  0.220
H 0.887 -0.001 1.162  0.232
H 2.621 0.046 0.745  0.334
H -0.044 3.288 -2.238  0.286
H 1.692 3.335 -2.663  0.280
H 0.885 4.781 -2.037  0.223
C 1.641 -0.268 -3.679  -0.516
O 2.370 -1.502 -3.670  -0.321
C 1.617 -2.585 -3.847  0.778
O 0.423 -2.603 -4.008  -0.544
O 2.416 -3.657 -3.815  -0.321
C 1.738 -4.900 -3.994  -0.630
H 2.361 0.529 -3.524  0.144
H 1.151 -0.122 -4.642  0.337
H 0.916 -0.244 -2.876  0.310
H 1.248 -4.936 -4.966  0.292
H 1.012 -5.060 -3.198  0.290
H 2.492 -5.681 -3.948  0.219

Entry 8:
Molecular formula: C6H15N
Method: DFT, ωB97M-V/def2-TZVPD

Calculated values
Energy relative to the best compared isomer or geometry (same formula, charge and spin) in kJ/mol: 119.7
Total charge: 0
SMILES: CN[C@@H](C)C(C)C
Gap between HOMO and LUMO in Ha: 0.352
HOMO energy in Eh: -0.3124

Each line ends with the Mulliken charge.
CARTESIAN COORDINATES (ANGSTROEM)
C 0.487 -0.049 -2.779  -0.857
N -0.261 -0.080 -1.525  -0.249
C 0.526 -0.033 -0.322  -0.331
C 0.957 1.396 0.140  -1.301
C -0.331 -0.783 0.810  0.684
C 0.389 -0.587 2.136  -1.720
C -1.800 -0.385 0.907  -1.299
H 1.155 -0.913 -2.785  0.295
H 1.064 0.864 -2.935  0.288
H -0.212 -0.181 -3.606  0.332
H -0.995 0.611 -1.450  0.257
H 1.452 -0.603 -0.386  0.459
H 0.183 1.876 0.752  0.297
H 1.694 1.405 0.943  0.377
H 1.103 1.973 -0.769  0.319
H -0.309 -1.823 0.474  0.304
H 0.043 0.323 2.640  0.386
H 0.097 -1.367 2.838  0.411
H 1.475 -0.557 2.096  0.371
H -2.492 -1.226 0.699  0.301
H -2.249 0.281 0.175  0.308
H -1.976 -0.142 1.949  0.366

Entry 9:
Molecular formula: C6H15N2
Method: DFT, ωB97M-V/def2-TZVPD

Calculated values
Energy relative to the best compared isomer or geometry (same formula, charge and spin) in kJ/mol: 208.9
Total charge: +1
SMILES: CC(C)(C)C(=[NH2+])CN
Gap between HOMO and LUMO in Ha: 0.402
HOMO energy in Eh: -0.5497

Each line ends with the Mulliken charge.
CARTESIAN COORDINATES (ANGSTROEM)
C -0.860 1.353 1.450  -1.499
C 0.100 0.272 0.918  1.403
C 1.558 0.801 0.929  -1.612
C -0.124 -1.151 1.653  -1.535
C 0.038 0.139 -0.635  0.066
N 0.090 1.147 -1.453  -0.207
C -0.226 -1.153 -1.376  -0.454
N -0.379 -1.121 -2.858  -0.813
H -0.716 2.385 1.405  0.419
H -1.049 1.132 2.592  0.344
H -1.911 1.280 1.006  0.341
H 2.228 0.035 0.563  0.389
H 1.578 1.602 0.250  0.533
H 1.862 1.198 1.957  0.357
H 0.179 -0.903 2.703  0.463
H 0.672 -1.784 1.188  0.378
H -1.130 -1.588 1.630  0.386
H -0.181 0.877 -2.400  0.342
H 0.412 2.067 -1.207  0.250
H 0.546 -1.802 -1.243  0.424
H -1.085 -1.472 -0.795  0.431
H -0.202 -2.120 -3.195  0.333
H -1.400 -1.193 -3.082  0.261

Entry 10:
Molecular formula: C6H15N2
Method: DFT, ωB97M-V/def2-TZVPD

Calculated values
Energy relative to the best compared isomer or geometry (same formula, charge and spin) in kJ/mol: 205.3
Total charge: +1
Gap between HOMO and LUMO in Ha: 0.354
HOMO energy in Eh: -0.4971

Each line ends with the Mulliken charge.
CARTESIAN COORDINATES (ANGSTROEM)
C -0.919 -1.266 -2.338  -0.728
C -0.097 -0.232 -2.382  0.000
N -0.077 0.829 -1.392  -0.383
C 1.203 1.567 -1.430  -1.088
H -1.636 -1.390 -1.537  0.139
H -0.926 -2.031 -3.099  0.283
H 0.641 -0.114 -3.168  0.334
H -0.817 1.490 -1.614  0.286
H 1.342 2.176 -0.540  0.336
H 2.028 0.858 -1.457  0.402
H 1.241 2.218 -2.301  0.375
C 0.955 0.121 2.639  -0.920
C 0.400 -0.948 1.719  -0.538
C -1.895 -0.413 1.295  -0.138
N -0.693 -0.370 0.892  0.182
H 1.236 0.987 2.037  0.255
H 0.236 0.442 3.390  0.322
H 1.846 -0.185 3.178  0.342
H 1.133 -1.265 0.983  0.278
H -0.019 -1.767 2.298  0.382
H -2.672 0.031 0.685  0.283
H -2.083 -0.908 2.242  0.289
H -0.428 0.171 -0.101  0.307

Entry 11:
Molecular formula: C6H15N2
Method: DFT, ωB97M-V/def2-TZVPD

Calculated values
Energy relative to the best compared isomer or geometry (same formula, charge and spin) in kJ/mol: 449.6
Total charge: +1
Gap between HOMO and LUMO in Ha: 0.193
HOMO energy in Eh: -0.4847

Each line ends with the Mulliken charge.
CARTESIAN COORDINATES (ANGSTROEM)
C -2.734 -1.090 -2.157  -1.257
C -1.515 -0.651 -1.348  -0.437
C -1.958 -0.082 0.013  -0.770
C -0.781 0.429 0.848  0.849
C -1.119 1.278 1.893  -0.852
C 1.582 0.450 1.312  -0.615
N 0.450 0.212 0.473  0.015
N 4.673 0.008 0.135  -0.687
H -3.141 -0.236 -2.691  0.336
H -3.515 -1.522 -1.533  0.346
H -2.487 -1.812 -2.923  0.355
H -0.794 -1.456 -1.230  0.349
H -2.616 0.759 -0.167  0.420
H -1.044 0.213 -1.814  0.315
H -2.169 1.490 2.069  0.306
H -0.472 1.857 2.543  0.311
H 2.056 -0.508 1.500  0.288
H 2.287 1.025 0.743  0.279
H 1.350 0.975 2.228  0.310
H 5.495 0.470 -0.231  0.235
H -2.491 -0.822 0.602  0.433
H 4.038 -0.045 -0.653  0.247
H 4.906 -0.942 0.389  0.225

Entry 12:
Molecular formula: C6H15N2
Method: DFT, ωB97M-V/def2-TZVPD

Calculated values
Energy relative to the best compared isomer or geometry (same formula, charge and spin) in kJ/mol: 375.6
Total charge: +1
SMILES: CN1C(C)(C)[C@@]1(C)[NH3+]
Gap between HOMO and LUMO in Ha: 0.380
HOMO energy in Eh: -0.5054

Each line ends with the Mulliken charge.
CARTESIAN COORDINATES (ANGSTROEM)
C 0.521 -1.646 -1.502  -0.987
N 0.143 -0.336 -1.039  -0.122
C -0.855 -0.020 0.004  1.319
C -1.847 0.963 -0.537  -1.662
C -1.434 -0.875 1.174  -1.669
C 0.564 0.481 -0.040  -0.054
C 1.537 1.684 -0.176  -1.395
N 1.294 -0.173 1.225  -0.390
H 0.775 -1.446 -2.527  0.362
H 1.152 -2.321 -1.021  0.395
H -0.387 -2.268 -1.542  0.352
H -2.779 0.595 -0.917  0.414
H -1.344 1.337 -1.391  0.457
H -1.906 1.909 0.005  0.339
H -1.336 -0.349 2.088  0.441
H -0.951 -1.777 1.309  0.520
H -2.461 -1.115 1.053  0.365
H 1.384 2.282 0.784  0.454
H 0.985 2.307 -0.887  0.325
H 2.468 1.370 -0.587  0.469
H 2.365 -0.205 1.013  0.372
H 1.014 -1.019 1.625  0.291
H 1.099 0.621 1.886  0.401